(1)
Density functional theory data (ωB97M-V/def2-TZVPD) for 3 unconnected molecules or ions with the total composition C3H10O3 at a distorted geometry.

Cartesian coordinates (Å):
1 C 1.4665 -1.3928 0.7720
2 C 0.0751 -1.0297 0.5221
3 C -0.1761 0.2043 0.0055
4 O -1.4822 0.2048 -0.5792
5 H 1.5980 -1.5060 1.8846
6 H 2.1556 -0.6258 0.4356
7 H 1.8325 -2.2998 0.2948
8 H -0.7576 -1.6286 0.9331
9 H 0.2668 1.1902 0.2652
10 H -1.4662 0.9091 -1.1809
11 H 0.2398 1.8619 3.1935
12 H 0.2374 0.7457 2.1330
13 O 0.8410 1.2534 2.6573
14 H -0.2497 -0.2934 -2.7700
15 H -0.5608 0.3540 -4.1354
16 O -0.7949 0.3670 -3.1845

ΔE to the lowest compared entry with this formula, charge and spin	43.6	kcal/mol
SMILES string	C/C=C/O.O.O
molar mass	94.11	u
spin multiplicity	1
total energy	-9413.642	eV

(2)
Density functional theory data (ωB97M-V/def2-TZVPD) for 3 unconnected molecules or ions with the total composition C3H10O3 at a distorted geometry.

Cartesian coordinates (Å):
1 C -3.1382 2.6190 0.2655
2 C -1.8015 2.1668 -0.2072
3 C -1.6283 0.9115 -0.6492
4 O -0.3257 0.4498 -0.8292
5 H -3.6873 3.2915 -0.4139
6 H -3.8064 1.7740 0.4368
7 H -3.0428 3.2533 1.1771
8 H -0.9226 2.7749 -0.0363
9 H -2.5968 0.4025 -0.6933
10 H -0.5751 -0.4934 -0.8447
11 H 5.2237 -2.2673 1.3953
12 H 6.3397 -2.1656 2.5196
13 O 6.0494 -1.8456 1.6586
14 H 0.4918 -3.2784 -0.5526
15 H -1.0790 -3.4110 -0.3557
16 O -0.3593 -2.8646 -0.6649

ΔE to the lowest compared entry with this formula, charge and spin	30.7	kcal/mol
SMILES string	C/C=C/O.O.O
molar mass	94.11	u
spin multiplicity	1
total energy	-9414.202	eV

(3)
Density functional theory data (ωB97M-V/def2-TZVPD) for 2 unconnected molecules or ions with the total composition C3H10O3.

Cartesian coordinates (Å):
1 C -0.1751 -0.6064 -0.5227
2 O 0.9151 0.3077 -0.6577
3 C -1.5059 0.0304 -0.8322
4 C -2.2547 0.4773 0.4068
5 O -2.8711 -0.6908 0.9613
6 H -0.0011 -1.4691 -1.1700
7 H -0.1557 -1.0179 0.4830
8 H 0.9713 0.7900 0.1781
9 H -1.3504 0.8693 -1.5013
10 H -2.1576 -0.6944 -1.3298
11 H -1.5983 0.9533 1.1419
12 H -3.0567 1.1900 0.1576
13 H -3.3866 -0.4232 1.7260
14 H 6.0650 0.4020 0.8158
15 H 5.2517 0.0190 -0.4045
16 O 5.3102 -0.1373 0.5476

ΔE to the lowest compared entry with this formula, charge and spin	13.9	kcal/mol
SMILES string	OCCCO.O
molar mass	94.11	u
spin multiplicity	1
total energy	-9414.931	eV

(4)
Density functional theory data (ωB97M-V/def2-TZVPD) for 2 unconnected molecules or ions with the total composition C3H10O3 at a distorted geometry.

Cartesian coordinates (Å):
1 O -0.8289 2.0266 -3.3598
2 H 0.1173 2.2720 -3.2466
3 H -0.8075 1.0938 -3.6723
4 O 1.7745 1.2849 1.3567
5 O -1.2300 -2.1513 -0.5863
6 C 0.6139 0.4533 1.5383
7 C -0.8346 -1.3342 0.5642
8 C 0.2910 -0.2863 0.1892
9 H 1.8204 1.8773 2.1361
10 H -0.4749 -2.7714 -0.6623
11 H 0.8055 -0.2933 2.3329
12 H -0.2144 1.1034 1.8801
13 H -0.5274 -2.1208 1.2799
14 H -1.7537 -0.8601 0.9592
15 H -0.0131 0.4308 -0.5973
16 H 1.2619 -0.7246 -0.1120

ΔE to the lowest compared entry with this formula, charge and spin	20.3	kcal/mol
SMILES string	OCCCO.O
molar mass	94.11	u
spin multiplicity	1
total energy	-9414.654	eV

(5)
Density functional theory data (ωB97M-V/def2-TZVPD) for 3 unconnected molecules or ions with the total composition C3H10O3S at a distorted geometry.

Cartesian coordinates (Å):
1 O 0.3377 1.2056 1.9654
2 C 0.2669 1.9307 0.9560
3 C 0.5993 1.2727 -0.3434
4 C -0.4418 1.6481 -1.4502
5 S -0.3149 0.5555 -2.8713
6 H -0.1809 2.9337 1.0222
7 H 0.7038 0.1218 -0.1663
8 H 1.6414 1.4001 -0.5372
9 H -1.4908 1.5779 -0.8449
10 H -0.3828 2.6158 -1.9113
11 H -0.6227 -0.6912 -2.3854
12 H 0.1658 -2.8419 -0.7281
13 H -0.5373 -1.8339 0.1546
14 O -0.6528 -2.6918 -0.3349
15 H 0.5835 -2.0192 3.0835
16 H -0.0066 -3.0103 2.1639
17 O 0.3321 -2.1738 2.2276

ΔE to the lowest compared entry with this formula, charge and spin	33.5	kcal/mol
SMILES string	O=CCCS.O.O
molar mass	126.18	u
spin multiplicity	1
total energy	-20249.316	eV

(6)
Density functional theory data (ωB97M-V/def2-TZVPD) for 3 unconnected molecules or ions with the total composition C3H10O4.

Cartesian coordinates (Å):
1 C 2.1072 0.2537 0.3707
2 C 1.4639 0.5951 -0.9351
3 O 2.3059 1.3304 1.1327
4 O 2.4061 -0.8564 0.7420
5 O -0.3773 -0.5561 1.6146
6 H 2.7013 1.0835 1.9802
7 H 0.3631 -1.1301 1.3888
8 H -0.6420 -0.7679 2.5155
9 H 1.5139 -0.2554 -1.6120
10 H 0.4289 0.8614 -0.7528
11 H 1.9544 1.4573 -1.3736
12 C -2.5474 -0.5062 -1.1101
13 O -2.0679 0.5955 -0.3843
14 H -1.5596 0.2660 0.3734
15 H -1.7278 -1.1294 -1.4909
16 H -3.2115 -1.1327 -0.5041
17 H -3.1112 -0.1088 -1.9551

ΔE to the lowest compared entry with this formula, charge and spin	7.4	kcal/mol
SMILES string	CC(=O)O.CO.O
molar mass	110.11	u
spin multiplicity	1
total energy	-11463.430	eV

(7)
Density functional theory data (ωB97M-V/def2-TZVPD) for 3 unconnected molecules or ions with the total composition C3H10O4 at a distorted geometry.

Cartesian coordinates (Å):
1 O 3.1268 0.8459 1.2504
2 C 1.9612 0.7031 1.5176
3 C 0.9006 0.0552 0.6985
4 C 0.6128 -1.4537 0.9972
5 O -0.2644 -1.8499 -0.0374
6 H 1.6164 1.2111 2.4404
7 H 1.1777 0.0486 -0.3536
8 H -0.0091 0.6209 0.8752
9 H 0.1613 -1.5634 1.9892
10 H 1.5899 -1.9284 1.0511
11 H -0.2359 -2.8145 -0.0516
12 H -2.6246 2.5275 -3.2026
13 H -2.2304 1.3165 -2.2378
14 O -2.0782 2.2446 -2.4853
15 H -2.8497 -0.2278 -0.1610
16 H -2.1153 -1.3137 -1.0317
17 O -2.7015 -0.5317 -1.0428

ΔE to the lowest compared entry with this formula, charge and spin	34.4	kcal/mol
SMILES string	O=CCCO.O.O
molar mass	110.11	u
spin multiplicity	1
total energy	-11462.259	eV

(8)
Density functional theory data (ωB97M-V/def2-TZVPD) for 2 unconnected molecules or ions with the total composition C3H10OS at a distorted geometry.

Cartesian coordinates (Å):
1 C -2.4163 -1.4899 0.1405
2 O -1.0177 -1.7016 -0.1593
3 H -0.6325 -1.0274 0.4129
4 H -2.8602 -0.7641 -0.5530
5 H -2.8952 -2.4486 -0.0172
6 H -2.6244 -1.0947 1.1355
7 C 0.9453 2.0479 -0.9741
8 C 1.8223 -0.1690 0.7721
9 S 1.5135 1.6112 0.6793
10 H 1.4786 2.9481 -1.2677
11 H 1.0816 1.2490 -1.6989
12 H -0.1107 2.2988 -0.9807
13 H 2.8446 -0.2501 1.1372
14 H 1.6580 -0.6892 -0.1668
15 H 1.2131 -0.5207 1.5400

ΔE to the lowest compared entry with this formula, charge and spin	23.6	kcal/mol
SMILES string	CSC.CO
molar mass	94.18	u
spin multiplicity	1
total energy	-16154.842	eV

(9)
Density functional theory data (ωB97M-V/def2-TZVPD) for 2 unconnected molecules or ions with the total composition C3H10OS at a distorted geometry.

Cartesian coordinates (Å):
1 C 0.9312 1.8228 -0.3844
2 S 2.7723 1.7689 -0.1886
3 H 0.7023 2.5368 -1.2210
4 H 0.6237 0.8478 -0.7307
5 H 0.6610 2.1791 0.7195
6 H 2.7366 0.9983 0.9479
7 C -1.5087 -1.7502 0.1006
8 O -1.9565 -1.1401 1.2592
9 C -2.7082 -2.3307 -0.6510
10 H -0.9080 -0.9470 -0.3832
11 H -0.8919 -2.5692 0.4892
12 H -2.9272 -1.1532 1.1632
13 H -3.4982 -1.6540 -0.5468
14 H -2.5232 -2.5134 -1.6976
15 H -2.9646 -3.3577 -0.1881

ΔE to the lowest compared entry with this formula, charge and spin	31.4	kcal/mol
SMILES string	CCO.CS
molar mass	94.18	u
spin multiplicity	1
total energy	-16154.503	eV

(10)
Density functional theory data (ωB97M-V/def2-TZVPD) for 3 unconnected molecules or ions with the total composition C3H10OS at a distorted geometry.

Cartesian coordinates (Å):
1 C 1.3984 -1.3879 -1.1421
2 C 1.6524 0.0386 -0.3831
3 C 1.7142 -0.9300 0.6294
4 S -1.4568 -0.1456 0.9959
5 H 0.5507 -2.0973 -0.8730
6 H 1.0541 -0.9450 -2.1281
7 H 2.3351 -1.8872 -1.4684
8 H 2.5333 0.6767 -0.6981
9 H 0.6655 0.4910 -0.5099
10 H 2.7073 -1.0876 1.1313
11 H 0.8641 -0.9949 1.2847
12 H -1.7454 0.4556 2.2807
13 H -1.6268 1.4037 -0.3958
14 H -2.1612 2.6296 -1.2159
15 O -1.3072 2.1700 -0.9959

ΔE to the lowest compared entry with this formula, charge and spin	111.1	kcal/mol
molar mass	94.18	u
spin multiplicity	1
total energy	-16151.049	eV

(11)
Density functional theory data (ωB97M-V/def2-TZVPD) for 2 unconnected molecules or ions with the total composition C3H10OS at a distorted geometry.

Cartesian coordinates (Å):
1 C -1.2510 -0.1899 0.9605
2 C 0.1304 -0.2672 0.2853
3 S 0.3851 1.0998 -0.8501
4 C 0.3019 2.5398 0.2464
5 H -1.4839 -1.2008 1.2609
6 H -1.2290 0.2944 1.9249
7 H -2.0602 0.1742 0.3516
8 H 0.8954 -0.1084 1.0587
9 H 0.3060 -1.1962 -0.2266
10 H -0.3517 3.2554 -0.2582
11 H 1.3209 2.8953 0.3987
12 H -0.2024 2.1950 1.1453
13 H 1.0298 -3.7673 -1.5612
14 H 0.7764 -2.5528 -2.5313
15 O 1.4324 -3.1713 -2.2049

ΔE to the lowest compared entry with this formula, charge and spin	6.0	kcal/mol
molar mass	94.18	u
charge	+1
spin multiplicity	2
total energy	-16147.051	eV

(12)
Density functional theory data (ωB97M-V/def2-TZVPD) for a molecular structure, C3H10OS2 at a distorted geometry.

Cartesian coordinates (Å):
1 C -2.3289 -0.4673 1.0248
2 C -1.6225 0.7763 0.5089
3 S -1.0340 0.7506 -1.1860
4 S 0.9074 -1.0298 -0.5446
5 C 1.6693 -0.2381 0.8798
6 H -2.9949 -0.2514 1.8527
7 H -1.5901 -1.2330 1.2146
8 H -2.9257 -0.8999 0.2363
9 H -2.2873 1.6453 0.5722
10 H -0.8633 1.1124 1.2304
11 H 1.2968 0.7872 0.8639
12 H 1.4136 -0.7029 1.8325
13 H 2.7551 -0.2053 0.8751
14 H 3.1362 -0.4766 -3.2538
15 H 1.9205 0.1608 -2.6833
16 O 2.5479 0.2717 -3.4234

ΔE to the lowest compared entry with this formula, charge and spin	3.9	kcal/mol
molar mass	126.25	u
charge	-1
spin multiplicity	2
total energy	-26991.565	eV

(13)
Density functional theory data (ωB97M-V/def2-TZVPD) for 2 unconnected molecules or ions with the total composition C3H10OS2 at a distorted geometry.

Cartesian coordinates (Å):
1 C 0.1435 1.4364 -2.5828
2 C 0.5978 2.0121 -1.2242
3 S -0.3252 1.3494 0.2469
4 S 0.8750 0.6072 1.5681
5 C 0.6646 -1.1710 1.6002
6 H -0.1999 2.2376 -3.2450
7 H -0.6722 0.7428 -2.4888
8 H 1.0436 1.0785 -3.0533
9 H 1.6871 1.9015 -0.9421
10 H 0.3392 3.0736 -1.1054
11 H 1.6537 -1.5430 1.2996
12 H 0.4672 -1.5543 2.6214
13 H -0.1321 -1.5339 0.9678
14 H -2.4059 -2.2745 1.8429
15 H -1.3988 -3.1660 2.3628
16 O -2.3375 -3.1964 2.1319

ΔE to the lowest compared entry with this formula, charge and spin	17.9	kcal/mol
SMILES string	CCSSC.O
molar mass	126.25	u
spin multiplicity	1
total energy	-26990.512	eV

(14)
Density functional theory data (ωB97M-V/def2-TZVPD) for 2 unconnected molecules or ions with the total composition C3H10OS2 at a distorted geometry.

Cartesian coordinates (Å):
1 C 0.2423 -1.1215 -1.2952
2 C 0.7879 0.3048 -1.7894
3 C -1.3061 -1.3449 -1.5215
4 S -1.7503 -2.6087 -0.2802
5 S -1.8917 -1.7392 1.6205
6 H 0.3581 -1.0879 -0.1605
7 H 0.8635 -2.0015 -1.6447
8 H 1.4309 0.1786 -2.6019
9 H -0.0461 0.8997 -2.0998
10 H 1.5984 0.5107 -1.1221
11 H -1.6496 -1.9879 -2.5060
12 H -2.0027 -0.5051 -1.4366
13 H -3.2230 -1.3521 1.6225
14 H 2.3602 3.8409 5.1794
15 H 1.7828 3.9492 3.7080
16 O 2.4453 4.0650 4.3274

ΔE to the lowest compared entry with this formula, charge and spin	40.4	kcal/mol
SMILES string	CCCSS.O
molar mass	126.25	u
spin multiplicity	1
total energy	-26989.538	eV

(15)
Density functional theory data (ωB97M-V/def2-TZVPD) for 2 unconnected molecules or ions with the total composition C3H10OS2 at a distorted geometry.

Cartesian coordinates (Å):
1 C 0.5060 -1.6342 -2.6354
2 S 0.4571 -1.7835 -0.8987
3 S -1.6362 -1.6720 -0.6641
4 H 1.3349 -2.2870 -2.9903
5 H -0.4328 -1.8950 -3.2903
6 H 0.8845 -0.5939 -3.0588
7 H -1.8568 -0.9364 0.5017
8 C 0.3092 0.9605 2.0307
9 O -1.1531 0.6154 2.1447
10 C 0.4023 1.8326 0.7207
11 H 0.8822 0.0603 2.0898
12 H 0.5822 1.4747 3.0080
13 H -1.3916 -0.2680 1.8410
14 H 0.1763 1.3093 -0.1711
15 H 1.4199 2.3213 0.5652
16 H -0.4842 2.4959 0.8067

ΔE to the lowest compared entry with this formula, charge and spin	50.0	kcal/mol
molar mass	126.25	u
charge	+1
spin multiplicity	2
total energy	-26980.830	eV